Entry i
DFT (ωB97M-V with the def2-TZVPD basis set) results for the ion C6H11N2O with charge +1.

- net charge = +1
- HOMO-LUMO gap (eV) = 10.1
- structure (SMILES) = C/C=N/[N+]1=C(C)OCC1
- multiplicity = 1

The geometry in XYZ format:
```
20
C6H11N2O | OMol25 | ωB97M-V with the def2-TZVPD basis set
O -2.6744 -0.3230 -0.0961
N -0.5332 0.1089 -0.0679
N 0.8115 -0.1199 0.1011
C -2.6121 0.9817 0.4583
C -1.1803 1.4674 0.2487
C -1.0825 -2.0810 -0.8343
C -1.4668 -0.7892 -0.3277
C 2.9853 0.5627 -0.0398
C 1.6323 0.8625 0.0642
H -0.6871 1.9826 1.0798
H 1.1883 1.8679 0.2399
H -1.1081 1.9467 -0.7107
H -0.3356 -2.2274 -1.7855
H -2.9231 0.7635 1.4827
H 3.3123 1.1006 -0.8889
H -3.4280 1.6894 0.0502
H 3.6150 1.0335 0.7379
H 3.2161 -0.5286 -0.0315
H -0.6512 -2.6043 0.0685
H -1.9595 -2.5472 -1.1168
```

***

Entry ii
DFT (ωB97M-V with the def2-TZVPD basis set) results for a cluster of 2 separate species, C6H11N2O in total.

- net charge = +1
- HOMO-LUMO gap (eV) = 9.5
- multiplicity = 1

The geometry in XYZ format:
```
20
C6H11N2O | OMol25 | ωB97M-V with the def2-TZVPD basis set
O 2.4053 1.6902 0.1445
N 0.6755 -0.8966 0.4936
N 0.7483 3.1785 -0.2146
C 1.3342 2.1021 -0.0091
C -0.1225 0.3307 0.1874
C -0.0693 -0.2253 1.5628
C -1.2012 -1.5650 -0.7008
C 0.1225 -2.0948 -0.1049
C -1.0514 -0.0249 -0.9434
H 0.7859 -2.6085 -0.9421
H -2.0269 -1.7212 0.0371
H -0.4614 0.1513 -1.9148
H -0.2409 3.3843 -0.2294
H -2.0228 0.4551 -1.0167
H 1.6314 -0.9263 0.4411
H 0.0490 -2.8043 0.6720
H 0.5769 0.3258 2.3486
H -0.9530 -0.7970 2.1317
H -1.3619 -2.0340 -1.6906
H 1.1825 4.0797 -0.2523
```

***

Compare the structures above. Which one is the most stable? entry i is.